The following is a DFT calculation (ωB97M-V/def2-TZVPD) of one molecule with the formula C2H4O2.

Last column: natural (NBO) charge in e.
Geometry (Å):
C1 0.972 0.052 -0.006  -0.73
C2 -0.488 -0.251 0.014  0.78
O1 -1.021 -1.348 0.127  -0.62
O2 -1.290 0.817 -0.068  -0.67
H1 1.142 1.126 0.109  0.24
H2 1.396 -0.266 -0.961  0.25
H3 1.465 -0.462 0.822  0.25
H4 -2.175 0.331 -0.036  0.50

Its multiplicity is 1. The calculation puts the frontier orbital gap at 11.43 eV.

---

The following is a DFT calculation (ωB97M-V/def2-TZVPD) of C2H2BrFO as an isolated structure.

Last column: Löwdin spin population.
Geometry (Å):
C1 -0.631 -0.642 0.784  0.61
C2 0.346 0.373 -0.662  0.47
O1 -0.614 -1.767 0.599  0.58
F1 1.223 -0.563 -1.042  0.09
Br1 1.311 1.777 0.339  0.11
H1 -1.199 0.058 1.346  0.11
H2 -0.437 0.764 -1.364  0.03

Its multiplicity is 3. The calculation puts the frontier orbital gap (spin up / spin down) at 6.39 / 8.91 eV. Its expectation value of S² is 2.01.

---

The following is a DFT calculation (ωB97M-V/def2-TZVPD) of one molecule with the formula C6H14N2S2.

Last column: natural (NBO) charge in e.
Geometry (Å):
C1 -2.623 0.755 -1.275  -0.41
N1 -1.463 0.215 -0.549  -0.66
C2 -1.715 -0.205 0.808  -0.21
C3 -0.514 0.150 1.693  -0.41
C4 0.818 -0.647 1.383  -0.22
N2 1.465 -0.397 0.090  -0.44
C5 1.447 -1.561 -0.862  -0.42
C6 2.401 0.635 -0.202  -0.06
S1 2.606 1.955 0.723  -0.11
S2 2.843 0.832 -1.996  0.01
H1 -3.611 0.238 -1.016  0.20
H2 -2.728 1.900 -1.101  0.17
H3 -2.472 0.612 -2.315  0.20
H4 -0.590 0.817 -0.646  0.38
H5 -1.943 -1.227 0.890  0.17
H6 -2.610 0.220 1.229  0.17
H7 -0.371 1.278 1.599  0.22
H8 -0.813 0.039 2.691  0.22
H9 0.680 -1.668 1.486  0.20
H10 1.466 -0.411 2.268  0.22
H11 2.470 -2.014 -0.781  0.20
H12 0.645 -2.265 -0.629  0.22
H13 1.262 -1.185 -1.884  0.22
H14 3.350 1.932 -1.605  0.14

Its multiplicity is 1. The calculation puts the frontier orbital gap at 8.72 eV.

---

The following is a DFT calculation (ωB97M-V/def2-TZVPD) of C7H6CrN2O4S as an isolated structure.

Last column: Löwdin spin population.
Geometry (Å):
Cr1 0.266 -1.697 -1.868  1.60
O1 -0.771 4.305 -1.680  0.00
C1 -0.597 3.228 -2.026  0.00
C2 1.889 -2.238 -2.509  0.00
O2 3.014 -2.432 -2.799  0.05
C3 -1.070 -2.758 -2.528  0.00
O3 -2.058 -3.327 -2.818  0.06
C4 0.037 -0.376 -3.150  0.04
O4 -0.051 0.165 -4.179  0.13
S1 0.318 -2.047 0.278  0.02
C5 0.103 -0.631 1.214  0.02
N1 -1.063 -0.196 1.707  0.37
C6 -0.919 1.037 2.458  0.08
C7 0.592 1.262 2.465  0.08
N2 1.094 0.127 1.710  0.38
H1 -1.952 -0.617 1.456  0.01
H2 -1.331 0.945 3.474  0.04
H3 -1.451 1.822 1.908  0.04
H4 0.998 1.277 3.485  0.04
H5 0.886 2.172 1.928  0.04
H6 2.066 -0.022 1.474  0.01

Its multiplicity is 4. The calculation puts the frontier orbital gap (spin up / spin down) at 7.94 / 5.14 eV. As for the net charge: +3. Its expectation value of S² is 3.83.

---

The following is a DFT calculation (ωB97M-V/def2-TZVPD) of one molecule with the formula C24H31N3O5.

Last column: natural (NBO) charge in e.
Geometry (Å):
C1 -9.063 -0.756 -1.005  -0.63
C2 -8.213 0.457 -1.351  -0.07
O1 -6.974 0.443 -0.638  -0.52
C3 -6.982 0.920 0.607  0.81
O2 -7.945 1.396 1.148  -0.60
C4 -5.615 0.785 1.258  -0.32
C5 -5.255 -0.698 1.412  -0.40
C6 -3.857 -0.836 2.015  -0.22
N1 -2.885 -0.131 1.204  -0.39
C7 -2.171 -0.822 0.303  0.13
C8 -1.266 -0.532 -0.727  0.10
N2 -0.762 0.584 -1.293  -0.58
C9 0.331 0.486 -2.250  -0.24
C10 1.666 0.532 -1.549  -0.04
C11 2.239 -0.639 -1.070  -0.16
C12 3.437 -0.603 -0.380  -0.20
C13 4.079 0.611 -0.154  -0.14
C14 5.367 0.725 0.597  0.66
O3 5.631 1.696 1.281  -0.63
N3 6.208 -0.320 0.439  -0.61
C15 7.515 -0.390 1.058  -0.06
C16 7.580 -1.593 1.998  -0.61
C17 8.609 -0.458 -0.013  -0.39
C18 8.611 0.774 -0.910  -0.61
C19 3.491 1.785 -0.614  -0.16
C20 2.298 1.746 -1.308  -0.22
C21 -1.094 -1.953 -1.058  0.42
O4 -0.486 -2.564 -1.911  -0.58
C22 -2.014 -2.275 0.096  0.44
O5 -2.426 -3.262 0.662  -0.56
C23 -3.167 1.281 1.073  -0.20
C24 -4.540 1.492 0.426  -0.41
H1 -9.966 -0.752 -1.607  0.22
H2 -9.341 -0.727 0.046  0.22
H3 -8.510 -1.672 -1.199  0.21
H4 -7.932 0.454 -2.406  0.19
H5 -8.750 1.379 -1.108  0.20
H6 -5.683 1.251 2.246  0.22
H7 -5.273 -1.177 0.431  0.22
H8 -5.982 -1.197 2.053  0.22
H9 -3.839 -0.403 3.021  0.19
H10 -3.574 -1.887 2.074  0.26
H11 -0.785 1.445 -0.764  0.39
H12 0.236 1.319 -2.952  0.20
H13 0.217 -0.457 -2.786  0.25
H14 1.745 -1.583 -1.247  0.23
H15 3.850 -1.524 0.004  0.21
H16 5.957 -1.072 -0.184  0.39
H17 7.618 0.536 1.632  0.23
H18 8.537 -1.616 2.512  0.21
H19 6.789 -1.532 2.740  0.22
H20 7.466 -2.520 1.439  0.20
H21 9.575 -0.549 0.485  0.21
H22 8.460 -1.355 -0.620  0.19
H23 7.663 0.871 -1.435  0.21
H24 8.762 1.673 -0.317  0.21
H25 9.407 0.707 -1.648  0.21
H26 3.989 2.723 -0.415  0.23
H27 1.856 2.664 -1.670  0.21
H28 -3.159 1.723 2.075  0.20
H29 -2.392 1.760 0.476  0.20
H30 -4.533 1.075 -0.582  0.22
H31 -4.755 2.559 0.360  0.22

Its multiplicity is 1. The calculation puts the frontier orbital gap at 8.34 eV.

---

The following is a DFT calculation (ωB97M-V/def2-TZVPD) of one molecule with the formula C4H7NO.

Last column: natural (NBO) charge in e.
Geometry (Å):
C1 0.090 -1.464 -1.236  -0.26
O1 -0.636 -0.737 -0.265  -0.51
C2 -0.049 0.498 0.045  0.01
C3 -0.862 1.149 1.161  -0.61
C4 1.368 0.325 0.480  0.25
N1 2.473 0.195 0.797  -0.31
H1 -0.411 -2.425 -1.353  0.20
H2 1.120 -1.630 -0.896  0.19
H3 0.112 -0.936 -2.200  0.17
H4 -0.018 1.137 -0.855  0.20
H5 -1.756 1.636 0.761  0.22
H6 -1.169 0.363 1.860  0.23
H7 -0.262 1.889 1.700  0.23

Its multiplicity is 1. The calculation puts the frontier orbital gap at 11.72 eV.

---

The following is a DFT calculation (ωB97M-V/def2-TZVPD) of C12H22F3O6RuS5 as an isolated structure.

Last column: Löwdin spin population.
Geometry (Å):
Ru1 0.356 0.367 -0.618  3.86
C1 -3.281 -0.979 -1.371  0.01
C2 -2.501 -1.760 -2.425  0.01
S1 -0.706 -1.858 -2.180  0.07
C3 -0.586 -3.292 -1.087  0.01
C4 -1.079 -3.077 0.341  0.01
S2 -0.105 -1.769 1.107  0.07
C5 -1.321 -1.074 2.267  0.01
C6 -0.981 0.328 2.771  0.01
S3 -0.698 1.642 1.554  0.10
C7 -2.355 2.180 1.083  0.01
C8 -3.255 1.182 0.368  0.01
S4 -2.496 0.628 -1.176  0.07
H1 -3.297 -1.494 -0.413  0.00
H2 -4.313 -0.848 -1.704  0.00
H3 -2.624 -1.289 -3.401  0.00
H4 -2.880 -2.780 -2.506  0.00
H5 0.473 -3.556 -1.092  0.00
H6 -1.130 -4.110 -1.562  0.00
H7 -0.925 -3.995 0.911  0.00
H8 -2.140 -2.843 0.368  0.00
H9 -1.363 -1.738 3.132  0.00
H10 -2.288 -1.103 1.769  0.00
H11 -0.063 0.307 3.361  0.00
H12 -1.788 0.664 3.426  0.00
H13 -2.163 3.042 0.442  0.00
H14 -2.852 2.544 1.985  0.00
H15 -4.212 1.654 0.142  0.00
H16 -3.453 0.314 0.993  0.00
C9 0.520 3.296 -1.371  0.04
O1 -0.228 2.094 -1.431  0.38
H17 -0.156 4.138 -1.546  0.01
H18 1.305 3.309 -2.125  0.01
H19 1.001 3.431 -0.399  0.01
F1 5.055 0.125 -1.699  0.00
C10 4.077 0.254 -2.610  0.00
F2 4.168 -0.772 -3.456  0.00
F3 4.302 1.378 -3.296  0.00
C11 2.713 0.305 -1.895  0.01
O2 2.428 1.347 -1.287  0.09
O3 1.977 -0.711 -1.939  0.09
C12 4.245 0.602 1.865  0.00
S5 2.539 0.546 2.314  0.01
O4 2.133 1.886 2.677  0.00
O5 2.365 -0.459 3.342  0.01
O6 1.873 0.103 1.046  0.09
H20 4.802 1.036 2.691  0.00
H21 4.330 1.218 0.972  0.00
H22 4.577 -0.413 1.661  0.00

Its multiplicity is 6. The calculation puts the frontier orbital gap (spin up / spin down) at 8.25 / 7.87 eV. Its expectation value of S² is 8.76.

---

The following is a DFT calculation (ωB97M-V/def2-TZVPD) of a 2-piece molecular cluster, C5H15NOS overall.

Last column: natural (NBO) charge in e.
Geometry (Å):
C1 -0.571 2.742 -0.105  -0.41
N1 -0.598 1.456 -0.801  -0.64
C2 -0.608 0.297 0.113  -0.23
C3 0.743 -0.424 0.206  -0.42
C4 1.040 -1.012 1.600  -0.40
C5 0.316 -2.319 1.888  -0.53
S1 0.939 -3.787 1.062  -0.02
H1 -1.546 2.941 0.326  0.19
H2 0.197 2.809 0.670  0.16
H3 -0.348 3.518 -0.826  0.20
H4 0.201 1.382 -1.417  0.35
H5 -0.991 0.605 1.089  0.19
H6 -1.334 -0.394 -0.331  0.19
H7 1.546 0.273 -0.062  0.21
H8 0.785 -1.246 -0.511  0.20
H9 2.107 -1.159 1.693  0.21
H10 0.726 -0.288 2.358  0.20
H11 -0.731 -2.181 1.621  0.21
H12 0.328 -2.513 2.955  0.23
H13 0.778 -3.340 -0.190  0.11
O1 -1.065 1.064 -4.132  -0.95
H14 -0.622 0.213 -3.972  0.46
H15 -1.292 1.363 -3.234  0.48

Its multiplicity is 1. The calculation puts the frontier orbital gap at 9.79 eV.